# 1
DFT (ωB97M-V/def2-TZVPD) results for a structure of composition C8H17F7INO7P2S.

Its energy is -2973.9282 hartree. The value obtained for the gap between HOMO and LUMO is 8.9 eV. The net charge is 0.

```
44
C8H17F7INO7P2S, DFT ωB97M-V/def2-TZVPD
O -0.642 6.952 -2.948
N -1.058 5.916 -3.242
O -2.492 5.887 -3.143
C -2.933 4.550 -3.114
P -3.353 3.897 -1.370
I -3.996 6.187 -0.415
P -5.493 3.338 -0.924
O -5.646 3.108 0.516
S -2.977 1.784 -2.024
O -3.526 1.696 -3.359
O -3.611 0.900 -1.083
C -1.180 1.314 -2.224
F -1.174 0.155 -2.908
F -0.537 2.227 -2.957
C -0.420 1.076 -0.888
F -0.876 1.884 0.084
F 0.873 1.397 -1.104
C -0.411 -0.393 -0.381
F 0.048 -0.339 0.880
F 0.441 -1.158 -1.077
F -1.628 -0.940 -0.342
H -2.126 3.980 -3.566
H -3.807 4.486 -3.745
H -2.466 3.820 -0.289
H -5.857 2.235 -1.719
H -6.223 4.459 -1.350
C 1.170 -3.853 1.582
C 0.883 -3.285 2.961
O 1.384 -4.148 3.979
H 0.715 -4.838 1.473
H 0.786 -3.197 0.799
H 2.243 -3.978 1.432
H -0.189 -3.181 3.119
H 1.343 -2.296 3.071
H 2.337 -4.235 3.862
C 6.295 -3.822 1.681
C 4.941 -4.104 2.304
O 5.046 -4.384 3.699
H 6.961 -4.673 1.822
H 6.202 -3.621 0.613
H 6.765 -2.958 2.156
H 4.483 -4.977 1.841
H 4.268 -3.251 2.170
H 5.435 -3.615 4.127
```

# 2
DFT (ωB97M-V/def2-TZVPD) results for a structure of composition C8H17HoP2.

Its energy is -1945.5911 hartree. Its multiplicity is 5. The value obtained for the gap between HOMO and LUMO (spin up / spin down) is 4.3 / 4.0 eV. The expectation value of S² is 6.05. The net charge is 0.

```
28
C8H17HoP2, DFT ωB97M-V/def2-TZVPD
C 1.888 -0.847 -0.487
C 1.891 -1.221 0.900
C 0.849 -2.183 1.097
C 0.191 -2.399 -0.167
C 0.827 -1.568 -1.145
Ho -0.217 -0.090 0.449
P 0.202 2.125 -1.262
H 2.632 -0.219 -0.972
H 2.594 -0.865 1.654
H 0.632 -2.713 2.027
H 0.617 -1.554 -2.214
H -0.596 -3.127 -0.363
H 0.105 1.990 -2.682
H 1.505 2.727 -1.264
H -0.568 3.336 -1.132
C -4.288 0.526 2.889
P -2.576 0.398 2.256
C -2.519 -1.379 1.662
C -2.774 1.168 0.571
H -4.473 -0.227 3.666
H -4.975 0.381 2.042
H -4.438 1.527 3.319
H -3.531 -1.804 1.700
H -2.184 -1.502 0.592
H -1.867 -1.960 2.336
H -3.813 1.491 0.461
H -2.134 2.063 0.516
H -2.570 0.485 -0.286
```

# 3
DFT (ωB97M-V/def2-TZVPD) results for a cluster of 2 separate species, C8H17N in total.

Its energy is -369.6369 hartree. The value obtained for the gap between HOMO and LUMO is 8.7 eV. The net charge is 0.

```
26
C8H17N, DFT ωB97M-V/def2-TZVPD
C -0.387 1.058 0.201
C 0.259 -0.965 0.522
C 0.022 1.221 -1.150
C 1.273 -0.979 -0.569
C -0.195 -1.274 -2.428
C -1.874 0.978 0.494
C 0.374 1.859 1.243
C 0.705 -1.206 1.933
N 0.877 -0.513 -1.826
H -0.661 -1.487 0.269
H -0.742 1.259 -1.918
H 0.906 1.823 -1.336
H 2.208 -0.513 -0.250
H 1.364 -2.101 -0.563
H -0.291 -0.989 -3.477
H -1.173 -1.127 -1.942
H 0.004 -2.356 -2.387
H -2.302 1.982 0.594
H 1.444 1.876 1.029
H -2.062 0.450 1.428
H -2.412 0.461 -0.302
H 0.013 2.892 1.265
H 0.233 1.448 2.242
H 0.757 -2.272 2.170
H -0.018 -0.772 2.627
H 1.678 -0.754 2.130
```

# 4
DFT (ωB97M-V/def2-TZVPD) results for the ion C8H17N2 with charge +1.

Its energy is -424.0893 hartree. The value obtained for the gap between HOMO and LUMO is 9.7 eV. The net charge is +1. Its SMILES is CC1=[N+](C(C)C)N1C(C)C.

```
27
C8H17N2, DFT ωB97M-V/def2-TZVPD
C -0.321 2.678 0.413
C -0.148 1.290 -0.096
N 0.748 0.291 0.063
C 1.915 -0.374 -0.537
C 2.093 -1.879 -0.142
C 2.986 0.605 -0.082
N -0.734 0.246 -0.647
C -1.890 -0.647 -0.365
C -3.129 0.116 -0.743
C -1.632 -1.395 1.002
H -0.662 2.472 1.384
H -1.244 3.047 -0.113
H 0.658 3.129 0.188
H 1.927 -0.260 -1.582
H 2.234 -1.927 0.975
H 1.269 -2.381 -0.343
H 2.957 -2.146 -0.828
H 2.827 1.623 -0.559
H 4.058 0.118 -0.219
H 2.961 0.962 1.013
H -1.927 -1.557 -0.966
H -3.543 0.602 0.233
H -2.953 0.872 -1.409
H -3.915 -0.577 -1.265
H -1.398 -0.550 1.627
H -0.744 -2.075 0.938
H -2.602 -1.731 1.205
```

# 5
DFT (ωB97M-V/def2-TZVPD) results for the ion C8H17N2Si with charge +1.

Its energy is -713.6092 hartree. The value obtained for the gap between HOMO and LUMO (spin up / spin down) is 6.8 / 7.7 eV. The net charge is +1.

```
28
C8H17N2Si, DFT ωB97M-V/def2-TZVPD
C -1.330 -1.358 -1.819
C -1.630 -0.835 -0.533
C 0.967 -0.508 -1.814
C 2.313 -0.069 -1.561
C 0.158 -1.582 -3.745
C 1.430 0.447 2.347
C -1.381 -0.627 2.947
C -1.145 2.374 1.329
N -0.080 -1.131 -2.387
N -0.666 -0.474 0.245
Si -0.370 0.578 1.697
H -2.077 -1.650 -2.516
H -2.675 -0.806 -0.206
H 2.988 -0.922 -1.207
H 2.500 0.027 -2.713
H 2.454 0.754 -0.917
H 1.056 -2.153 -3.810
H -0.625 -2.247 -3.974
H 0.283 -0.701 -4.476
H 1.400 0.625 3.491
H 1.784 -0.551 2.216
H 2.240 1.237 2.026
H -0.630 -1.446 3.165
H -1.653 0.124 3.701
H -2.290 -1.105 2.541
H -0.750 3.082 1.987
H -0.900 2.709 0.272
H -2.201 2.334 1.545
```

# 6
DFT (ωB97M-V/def2-TZVPD) results for a cluster of 2 separate species, C8H17O7PS2 in total.

Its energy is -1979.3049 hartree. The value obtained for the gap between HOMO and LUMO is 9.1 eV. The net charge is 0.

```
35
C8H17O7PS2, DFT ωB97M-V/def2-TZVPD
C 0.379 2.539 1.986
C 1.698 2.577 1.807
O 2.209 3.050 0.613
S 3.389 2.040 -0.090
O 2.993 1.922 -1.455
O 3.069 0.647 0.743
P 2.639 -0.723 -0.214
C 3.890 -1.973 0.379
C 3.737 -2.384 1.851
C 1.045 -1.382 0.467
C -0.173 -0.743 -0.195
H -0.065 3.040 2.840
H -0.303 2.057 1.295
H 2.359 2.251 2.605
H 3.782 -2.844 -0.266
H 4.847 -1.467 0.247
H 4.360 -3.263 2.038
H 4.031 -1.600 2.549
H 2.720 -2.677 2.112
H 1.042 -1.297 1.556
H 1.086 -2.457 0.257
H -0.042 -0.613 -1.270
H -0.317 0.258 0.209
H -1.052 -1.348 0.018
C -4.120 -0.262 -2.736
C -4.532 1.189 -2.601
O -5.054 1.293 -1.271
S -4.266 0.278 -0.308
O -3.247 0.996 0.368
O -5.214 -0.520 0.375
O -3.574 -0.606 -1.458
H -4.982 -0.905 -2.925
H -3.377 -0.412 -3.516
H -5.285 1.479 -3.328
H -3.671 1.857 -2.683
```

Values for F_max, Eh/bohr, ordered as above
0.029 0.055 0.060 0.117 0.105 0.054